[1]
Molecular formula: C6H28NO7
Method: DFT, ωB97M-V/def2-TZVPD

Geometry as XYZ:
```
42
Properties=species:S:1:pos:R:3
C 0.970 -2.216 1.425
O -0.169 -2.607 2.170
C 0.597 -0.911 0.715
C 1.763 -0.252 0.023
C 1.368 0.901 -0.916
C 0.414 0.426 -2.031
C 2.641 1.476 -1.567
N -0.004 0.032 1.783
H 1.804 -2.081 2.199
H 1.270 -2.996 0.677
H -0.838 -3.004 1.509
H -0.212 -1.081 -0.044
H 2.313 -1.015 -0.613
H 2.540 0.122 0.715
H 0.834 1.728 -0.368
H 0.328 1.212 -2.853
H 0.774 -0.503 -2.463
H -0.579 0.235 -1.656
H 3.166 0.713 -2.197
H 2.417 2.268 -2.220
H 3.312 1.873 -0.820
H 0.534 -0.091 2.643
H 0.030 1.007 1.497
H -0.977 -0.285 2.007
H -2.484 -4.038 0.242
H -2.177 -2.567 -0.064
O -1.754 -3.379 0.144
H 0.751 4.718 -0.752
H -0.545 4.337 -1.486
O -0.137 4.386 -0.631
H -3.442 1.119 1.999
H -2.143 1.721 1.318
O -2.627 0.882 1.525
H -3.563 -0.788 -0.988
H -2.758 -0.255 0.233
O -2.756 -0.960 -0.416
H 0.888 -3.538 -2.241
H -0.149 -3.177 -1.189
O 0.719 -2.915 -1.524
H -0.594 3.311 0.660
H -0.796 3.409 2.120
O -0.732 2.780 1.435
```

Properties
Lowest unoccupied orbital energy, eV: -2.6
Energy relative to the best compared isomer or geometry (same formula, charge and spin), kJ/mol: 43.6
Total charge: +1
HOMO level, eV: -13.01
E_tot, Ha: -826.656688

Mulliken atomic charge list, values in e, 4 entries: atom 1 (C): -0.834, atom 2 (O): -0.614, atom 3 (C): 0.602, atom 4 (C): -1.334


[2]
Molecular formula: C5H9N3
Method: DFT, ωB97M-V/def2-TZVPD

Geometry as XYZ:
```
17
Properties=species:S:1:pos:R:3
C 0.043 -1.398 1.298
C -0.096 0.066 0.783
C 0.028 1.266 1.407
C -0.169 2.393 0.348
C -0.105 0.430 -0.651
H 0.755 -1.999 0.749
H 0.182 -1.481 2.385
H -0.940 -1.800 0.971
H 0.075 1.419 2.456
H 0.777 2.966 0.473
H -0.973 3.010 0.613
H -0.227 0.086 -2.531
H 1.322 -1.987 -2.068
H -0.378 -2.379 -1.996
N -0.269 1.680 -0.957
N -0.345 -0.511 -1.719
N 0.320 -1.760 -1.560
```

Properties
Lowest unoccupied orbital energy, eV: 0.9
Energy relative to the best compared isomer or geometry (same formula, charge and spin), kJ/mol: 256.9
Total charge: 0
HOMO level, eV: -8.82
E_tot, Ha: -360.099410
Structure (SMILES): CC1=CCN=C1NN

Mulliken atomic charge list, values in e, 4 entries: atom 1 (C): -1.137, atom 2 (C): 0.520, atom 3 (C): -0.700, atom 4 (C): -0.475


[3]
Molecular formula: C46H60N10O2Pr
Method: DFT, ωB97M-V/def2-TZVPD

Geometry as XYZ:
```
119
Properties=species:S:1:pos:R:3
Pr 12.955 12.640 13.371
C 9.959 11.479 19.258
C 11.018 12.464 18.764
C 11.740 11.917 17.586
C 12.843 11.068 17.574
C 13.491 10.404 18.722
C 12.976 8.953 18.932
C 13.204 10.867 16.201
C 14.313 10.108 15.761
C 14.722 9.839 14.451
C 15.750 8.930 14.032
C 16.652 8.215 14.997
C 17.757 9.018 15.687
C 15.729 8.896 12.682
C 14.645 9.751 12.260
C 14.328 9.989 10.913
C 13.255 10.742 10.444
N 12.406 11.437 11.257
C 11.359 11.814 10.445
C 10.212 12.495 10.852
C 9.838 12.824 12.185
N 10.562 12.533 13.302
C 9.826 12.936 14.399
C 10.244 12.790 15.691
C 11.405 12.103 16.184
N 12.318 11.496 15.392
C 8.574 13.498 13.918
C 8.611 13.480 12.549
C 7.608 14.046 11.550
C 8.089 15.360 10.862
C 7.538 14.023 14.873
C 7.855 15.437 15.346
C 11.641 11.438 9.031
C 12.832 10.796 9.030
C 13.580 10.294 7.812
C 14.845 11.103 7.519
C 10.805 11.892 7.864
C 11.236 13.285 7.414
N 14.073 10.338 13.343
C 16.560 8.079 11.754
C 15.844 6.788 11.361
H 9.466 11.774 20.203
H 10.411 10.515 19.350
H 9.184 11.331 18.493
H 11.751 12.616 19.574
H 10.603 13.443 18.554
H 13.348 10.919 19.673
H 14.571 10.311 18.568
H 11.902 8.939 19.166
H 13.555 8.531 19.743
H 13.103 8.375 18.021
H 14.853 9.696 16.595
H 17.134 7.384 14.443
H 16.034 7.693 15.763
H 18.352 9.497 14.932
H 18.468 8.391 16.219
H 17.416 9.753 16.377
H 14.871 9.507 10.110
H 9.511 12.794 10.089
H 9.598 13.160 16.486
H 6.661 14.198 12.057
H 7.401 13.274 10.804
H 7.946 16.166 11.580
H 7.453 15.587 10.027
H 9.117 15.276 10.540
H 7.423 13.345 15.701
H 6.584 14.007 14.352
H 8.864 15.463 15.747
H 7.156 15.779 16.105
H 7.793 16.111 14.495
H 12.867 10.319 6.941
H 13.853 9.240 7.938
H 14.642 12.161 7.360
H 15.342 10.737 6.620
H 15.522 11.042 8.393
H 9.749 11.865 8.114
H 10.891 11.230 7.019
H 10.950 14.070 8.136
H 10.800 13.614 6.454
H 12.292 13.357 7.295
H 17.461 7.800 12.257
H 16.809 8.646 10.874
H 15.602 6.223 12.249
H 16.467 6.154 10.763
H 14.897 6.981 10.825
N 18.488 12.795 15.635
C 18.055 14.012 16.081
O 18.793 14.956 16.239
C 16.584 14.194 16.274
C 16.149 15.177 17.147
C 14.799 15.505 17.180
C 13.941 14.853 16.311
N 14.348 13.920 15.471
C 15.662 13.550 15.491
H 19.456 12.651 15.621
H 17.911 11.961 15.740
H 16.832 15.679 17.802
H 14.417 16.265 17.860
H 12.868 15.107 16.229
H 15.886 12.749 14.814
N 16.983 11.815 12.336
C 16.361 12.998 12.301
N 17.117 14.123 12.363
O 15.110 13.096 12.246
H 17.965 11.690 12.483
H 16.374 11.003 12.381
H 18.058 14.090 12.682
H 16.582 14.990 12.433
C 11.940 18.525 12.308
N 12.925 17.852 13.154
C 14.109 18.534 13.679
C 12.886 16.555 13.212
N 12.820 15.393 13.279
H 11.614 19.429 12.809
H 11.088 17.834 12.215
H 12.301 18.720 11.291
H 13.869 19.480 14.152
H 14.879 18.728 12.923
H 14.587 17.913 14.446
```

Properties
Lowest unoccupied orbital energy (alpha / beta), eV: -2.9 / -2.9
Total charge: +1
HOMO level (alpha / beta), eV: -8.71 / -8.70
2S+1: 3
E_tot, Ha: -3003.958565

Mulliken atomic charge list, values in e, 4 entries: atom 1 (Pr): 1.400, atom 2 (C): -0.967, atom 3 (C): -1.295, atom 4 (C): 0.554


[4]
Molecular formula: C2ClF3O2S2
Method: DFT, ωB97M-V/def2-TZVPD

Geometry as XYZ:
```
10
Properties=species:S:1:pos:R:3
C 1.192 0.514 -0.085
C -2.318 -0.122 -0.092
O 3.149 -1.422 -0.525
O -1.795 -0.872 -0.822
F 0.678 0.458 -1.316
F 1.080 1.794 0.302
F -3.635 0.092 -0.093
S 0.706 -0.816 1.028
S 2.655 -0.484 0.480
Cl -1.712 0.858 1.123
```

Properties
Lowest unoccupied orbital energy, eV: 0.0
Energy relative to the best compared isomer or geometry (same formula, charge and spin), kJ/mol: 15.1
Total charge: 0
HOMO level, eV: -10.19
E_tot, Ha: -1782.799457

Mulliken atomic charge list, values in e, 4 entries: atom 1 (C): 0.586, atom 2 (C): 0.652, atom 3 (O): -0.486, atom 4 (O): -0.329